No. 1
{"formula": "C23H18MoN5O4S", "method": "the ωB97M-V functional and the def2-TZVPD basis", "orbital_gap_ev": [6.36, 5.65], "charge": 1, "e_homo_ev": [-10.995, -11.253], "max_force_ha_per_bohr": 0.0389, "spin_multiplicity": 3, "s2": 2.127, "elements": ["Mo", "S", "C", "N", "N", "C", "C", "C", "C", "C", "C", "N", "N", "C", "C", "C", "C", "C", "C", "H", "H", "H", "H", "H", "H", "H", "H", "H", "H", "H", "O", "C", "N", "C", "O", "C", "C", "C", "C", "C", "C", "H", "H", "H", "H", "C", "C", "O", "O", "H", "H", "H"], "xyz": [[0.244, -0.833, 0.095], [0.434, 1.488, 0.993], [1.357, 1.563, -0.465], [1.982, 2.613, -0.848], [2.634, 2.688, -1.988], [3.654, 3.586, -2.182], [4.303, 3.630, -3.423], [5.324, 4.533, -3.628], [5.714, 5.394, -2.608], [5.094, 5.329, -1.367], [4.073, 4.431, -1.145], [1.402, 0.304, -1.120], [2.023, -0.652, -0.374], [3.271, -1.125, -0.648], [3.704, -2.265, 0.044], [4.935, -2.810, -0.254], [5.740, -2.241, -1.234], [5.299, -1.131, -1.944], [4.074, -0.567, -1.652], [2.403, 2.043, -2.750], [4.005, 2.957, -4.214], [5.819, 4.570, -4.586], [6.505, 6.105, -2.784], [5.418, 5.983, -0.572], [3.580, 4.356, -0.191], [3.058, -2.698, 0.794], [5.263, -3.696, 0.265], [6.705, -2.664, -1.456], [5.912, -0.722, -2.731], [3.708, 0.285, -2.204], [0.076, -4.640, 0.102], [-0.653, -3.901, -0.499], [-0.342, -2.565, -0.785], [-1.417, -1.940, -1.321], [-1.346, -0.694, -1.388], [-2.483, -2.902, -1.576], [-3.728, -2.798, -2.170], [-4.531, -3.933, -2.174], [-4.097, -5.126, -1.616], [-2.831, -5.240, -1.045], [-2.025, -4.123, -1.042], [-4.062, -1.879, -2.622], [-5.514, -3.883, -2.614], [-4.742, -5.992, -1.627], [-2.492, -6.168, -0.615], [-1.052, -2.579, 3.419], [-0.522, -1.883, 2.213], [0.705, -1.815, 1.951], [-1.293, -1.323, 1.373], [-0.434, -3.443, 3.644], [-2.089, -2.870, 3.258], [-1.004, -1.899, 4.270]], "forces_ev_per_angstrom": [[0.25, 0.43, 0.97], [0.04, 0.16, -0.53], [-0.63, -1.02, 1.13], [0.61, 1.58, -0.21], [-0.41, -0.90, -0.11], [0.49, 0.50, 0.02], [-0.19, -0.12, 0.00], [-0.01, -0.02, -0.03], [-0.01, -0.08, -0.07], [0.01, -0.01, 0.00], [-0.20, -0.12, 0.03], [0.06, 1.20, -1.60], [-0.18, -0.42, 0.22], [1.47, -0.93, -0.17], [-0.12, 0.31, -0.05], [0.01, 0.03, -0.03], [-0.12, 0.07, -0.05], [0.05, -0.18, 0.14], [-0.42, 0.12, 0.26], [-0.04, 0.06, 0.21], [-0.07, -0.05, -0.10], [0.02, 0.00, -0.06], [0.08, 0.07, 0.01], [-0.03, 0.03, 0.08], [-0.05, 0.08, 0.16], [-0.02, -0.07, 0.05], [0.07, -0.08, 0.10], [0.12, -0.10, -0.03], [0.05, 0.11, -0.05], [0.05, 0.00, 0.00], [-0.27, -0.08, -0.09], [0.26, -0.38, 0.36], [0.16, 0.09, -0.49], [0.10, -0.80, -0.33], [-0.01, 0.53, 0.18], [-0.37, -0.68, -0.09], [0.24, 0.05, 0.16], [-0.06, 0.04, -0.05], [0.15, -0.08, 0.07], [0.15, 0.09, -0.01], [-0.50, 0.42, -0.30], [-0.06, 0.16, 0.02], [-0.08, 0.00, -0.07], [-0.09, -0.01, -0.02], [0.06, -0.13, 0.05], [0.00, 0.01, -0.13], [-0.57, -0.43, 0.81], [0.90, 0.24, -0.59], [-1.03, 0.22, 0.26], [0.04, -0.04, -0.01], [0.09, 0.05, 0.01], [0.00, 0.06, -0.01]], "lowdin_spin": [1.13, 0.18, 0.08, 0.13, 0.31, 0.02, 0.08, -0.01, 0.10, -0.01, 0.08, 0.01, -0.12, 0.00, -0.03, 0.00, -0.04, 0.00, -0.03, 0.00, 0.00, 0.00, 0.01, 0.00, 0.00, 0.00, 0.00, 0.00, 0.00, 0.00, 0.00, 0.00, 0.01, 0.02, 0.01, 0.00, 0.00, 0.00, 0.00, 0.00, 0.00, 0.00, 0.00, 0.00, 0.00, 0.00, 0.02, 0.01, 0.01, 0.00, 0.00, 0.00]}

---

No. 2
{"formula": "C7H8", "method": "the ωB97M-V functional and the def2-TZVPD basis", "orbital_gap_ev": 9.86, "e_homo_ev": -9.925, "max_force_ha_per_bohr": 0.0166, "e_above_lowest_kcal_mol": 141.66, "elements": ["C", "C", "C", "C", "C", "C", "C", "H", "H", "H", "H", "H", "H", "H", "H"], "xyz": [[1.829, 0.704, -0.570], [2.026, 0.350, -1.805], [0.466, 0.140, -0.167], [0.118, -1.230, 0.482], [-1.203, -0.425, 0.452], [-0.393, 0.807, 0.906], [-0.844, -0.034, -1.000], [2.355, 1.347, 0.153], [0.563, -1.421, 1.461], [0.147, -2.129, -0.150], [-2.175, -0.730, 0.845], [-0.762, 1.798, 0.634], [0.064, 0.778, 1.896], [-0.898, -0.838, -1.745], [-1.292, 0.884, -1.394]], "forces_ev_per_angstrom": [[-0.03, -0.01, -0.37], [0.17, 0.40, 0.73], [-0.06, -0.44, -0.53], [0.09, -0.28, 0.20], [-0.27, 0.01, 0.19], [0.21, 0.33, 0.16], [-0.20, 0.03, -0.28], [-0.12, -0.53, -0.59], [-0.07, 0.05, -0.02], [0.11, 0.36, 0.05], [0.18, -0.02, -0.14], [-0.14, -0.08, 0.14], [-0.22, 0.05, 0.12], [0.24, 0.17, 0.21], [0.10, -0.05, 0.13]], "nbo_charge": [-0.59, 0.25, -0.03, -0.38, -0.21, -0.37, -0.37, 0.28, 0.20, 0.20, 0.21, 0.20, 0.19, 0.21, 0.20]}

---

No. 3
{"formula": "C21H19AuN4S", "method": "the ωB97M-V functional and the def2-TZVPD basis", "orbital_gap_ev": 6.70, "e_homo_ev": -7.122, "max_force_ha_per_bohr": 0.0472, "e_above_lowest_kcal_mol": 15.40, "elements": ["Au", "C", "C", "C", "C", "C", "C", "C", "C", "C", "S", "C", "N", "H", "H", "H", "H", "H", "H", "H", "H", "N", "C", "C", "N", "C", "H", "H", "H", "H", "C", "C", "C", "C", "C", "C", "C", "H", "H", "H", "H", "H", "H", "H", "N", "C"], "xyz": [[0.124, -0.197, -0.038], [-0.110, 3.204, 0.159], [-1.543, 2.747, 0.149], [-2.596, 3.685, 0.039], [-3.879, 3.234, -0.003], [-4.148, 1.848, 0.025], [-5.463, 1.339, -0.057], [-5.655, -0.011, -0.077], [-4.559, -0.892, -0.019], [-3.258, -0.445, 0.091], [-1.970, -1.636, 0.172], [-3.040, 0.972, 0.125], [-1.773, 1.458, 0.222], [-0.040, 4.286, 0.261], [0.365, 2.912, -0.780], [0.438, 2.725, 0.972], [-2.371, 4.742, 0.000], [-4.711, 3.926, -0.074], [-6.294, 2.030, -0.122], [-6.656, -0.418, -0.150], [-4.728, -1.960, -0.067], [-0.349, -0.173, 4.138], [0.922, 0.355, 4.184], [1.343, 0.409, 2.898], [0.348, -0.080, 2.077], [-0.660, -0.419, 2.855], [-0.950, -0.351, 4.923], [1.401, 0.634, 5.105], [2.285, 0.759, 2.514], [-1.584, -0.854, 2.503], [2.400, -0.098, -0.178], [2.860, -0.984, -1.256], [3.291, -2.276, -0.956], [3.750, -3.126, -1.951], [3.742, -2.711, -3.273], [3.296, -1.432, -3.588], [2.870, -0.576, -2.590], [2.376, 0.969, -0.364], [2.595, -0.411, 0.839], [3.273, -2.604, 0.078], [4.107, -4.116, -1.698], [4.079, -3.378, -4.056], [3.273, -1.107, -4.620], [2.525, 0.419, -2.838], [-0.277, 0.040, -3.102], [-0.053, -0.106, -1.980]], "forces_ev_per_angstrom": [[1.10, -0.78, 0.54], [-0.07, -0.04, -0.04], [-0.06, -0.02, 0.07], [0.05, 0.04, 0.05], [-0.06, -0.02, -0.01], [0.01, 0.01, 0.04], [0.00, 0.03, -0.02], [0.03, -0.06, 0.01], [-0.03, 0.08, 0.03], [0.00, -0.16, 0.05], [0.09, 0.44, -0.10], [-0.01, 0.01, -0.03], [-0.11, 0.19, -0.16], [0.03, -0.01, 0.03], [0.01, 0.02, 0.01], [0.00, 0.03, 0.01], [0.01, -0.01, -0.01], [0.02, 0.00, -0.01], [0.01, -0.01, 0.00], [0.02, -0.01, -0.01], [-0.02, 0.01, 0.00], [0.12, 0.06, -0.07], [-0.10, -0.03, 0.08], [0.07, 0.03, -0.20], [-0.30, -0.24, -0.06], [0.03, 0.03, 0.17], [-0.02, -0.01, 0.00], [0.00, 0.00, -0.02], [-0.03, 0.03, 0.01], [0.04, 0.01, -0.02], [-2.37, 0.24, -0.49], [0.24, -0.06, 0.10], [0.08, 0.03, 0.13], [-0.06, -0.05, 0.01], [0.00, 0.04, 0.00], [0.02, -0.01, -0.02], [0.19, 0.15, 0.03], [0.79, 0.05, 0.06], [0.38, 0.02, -0.10], [0.04, -0.05, -0.03], [-0.04, 0.00, 0.03], [0.00, 0.00, 0.00], [0.01, 0.02, 0.01], [-0.02, -0.03, -0.06], [0.12, 0.00, 0.07], [-0.19, -0.01, -0.09]], "nbo_charge": [1.05, -0.65, 0.25, -0.28, -0.13, -0.02, -0.24, -0.19, -0.23, -0.14, -0.34, 0.10, -0.50, 0.22, 0.24, 0.22, 0.22, 0.21, 0.21, 0.21, 0.22, -0.50, -0.09, -0.08, -0.55, 0.22, 0.43, 0.23, 0.23, 0.26, -0.53, -0.12, -0.19, -0.21, -0.21, -0.22, -0.12, 0.22, 0.20, 0.20, 0.21, 0.21, 0.22, 0.21, -0.45, -0.03]}

---

No. 4
{"formula": "C5H14IN2", "method": "the ωB97M-V functional and the def2-TZVPD basis", "orbital_gap_ev": 10.00, "charge": 1, "e_homo_ev": -13.551, "smiles": "C[C@H](I)[NH2+]C(C)(C)N", "max_force_ha_per_bohr": 0.1031, "e_above_lowest_kcal_mol": 22.44, "elements": ["C", "C", "C", "C", "C", "N", "N", "I", "H", "H", "H", "H", "H", "H", "H", "H", "H", "H", "H", "H", "H", "H"], "xyz": [[-1.695, 2.054, 0.715], [1.135, -1.885, 0.603], [1.802, 0.414, -0.382], [-1.561, 0.841, -0.167], [0.746, -0.668, -0.286], [0.327, -1.086, -1.529], [-0.431, -0.091, 0.571], [-3.481, -0.241, -0.288], [-0.754, 2.557, 0.694], [-2.012, 1.723, 1.711], [-2.358, 2.909, 0.217], [0.203, -2.546, 0.795], [2.017, -2.445, 0.240], [1.456, -1.700, 1.619], [2.133, 0.794, 0.494], [2.702, -0.108, -0.862], [1.599, 1.206, -1.156], [-1.188, 0.931, -1.305], [-0.411, -1.772, -1.646], [0.499, -0.539, -2.267], [-0.808, -0.896, 1.084], [0.080, 0.549, 1.145]], "forces_ev_per_angstrom": [[-1.49, 1.54, -1.88], [-0.49, -1.10, 0.33], [0.85, -1.83, -4.90], [0.95, -1.76, -1.54], [0.13, -0.98, 1.13], [-1.18, -2.56, 2.03], [-1.58, 0.99, -1.72], [1.14, 0.33, 0.06], [1.06, 0.31, 0.58], [-0.06, 0.61, -0.21], [0.81, -2.23, 1.26], [1.55, 0.59, -0.92], [-0.90, 0.09, -0.49], [-0.03, 0.99, 0.41], [0.78, 1.30, 2.91], [-1.04, 0.63, 0.80], [-0.31, -0.54, 1.01], [-0.80, 0.07, 2.91], [0.42, 0.13, 0.19], [0.66, 2.36, -3.27], [-0.32, 0.76, 0.06], [-0.16, 0.32, 1.23]], "nbo_charge": [-0.70, -0.66, -0.66, -0.15, 0.30, -0.83, -0.59, 0.18, 0.23, 0.24, 0.28, 0.21, 0.27, 0.23, 0.23, 0.26, 0.24, 0.27, 0.40, 0.39, 0.44, 0.42]}